DFT (ωB97M-V/def2-TZVPD) results for a molecular structure, C18H29F3NO5P2PdS.

Results
spin multiplicity	5
DFT total energy	-2642.2322	Ha
net charge	+1
⟨S²⟩	6.068
HOMO (spin up / spin down)	-9.4 / -12.1	eV
energy above the lowest of the compared OMol25 structures with the same formula, charge and spin	0.00	kJ/mol

Atoms and positions in Å:
C -0.713931 3.972202 -1.856604
C -0.847429 2.631397 -1.419981
N 0.092078 2.139541 -0.535168
C 0.880059 2.975116 0.147069
C 0.883349 4.362833 -0.098951
C 0.091265 4.860548 -1.129210
C -1.824336 1.721721 -1.898783
P -1.987408 0.186633 -1.051074
Pd 0.165524 -0.103135 -0.183546
P 2.117287 0.619685 0.899653
C 1.746917 2.390063 1.286911
C 0.182535 -2.173585 0.075881
C -0.917946 -2.735566 0.686329
C -0.959367 -4.119623 0.882271
C 0.126563 -4.905945 0.493827
C 1.242829 -4.311654 -0.103367
C 1.275442 -2.926646 -0.315611
O -0.495361 0.774189 -4.724971
O 0.110165 -1.583967 -3.340938
H -1.333933 4.287961 -2.694174
H 1.495186 5.004814 0.528900
H 0.079168 5.929178 -1.371956
C -3.248382 0.665296 0.133962
C -2.703986 -1.127218 -2.062763
H 2.669446 2.978467 1.424102
H 1.163361 2.374770 2.222127
H -1.037296 1.113576 -4.006314
H -2.569304 2.162916 -2.609927
C 2.659978 -0.064518 2.480554
C 3.633159 0.717522 -0.123209
H -1.744795 -2.110272 1.008472
H -1.832720 -4.567342 1.358143
H 0.101084 -5.987340 0.651265
H 2.099676 -4.921591 -0.394519
H 2.131506 -2.441567 -0.774466
H 0.775030 -0.642026 -1.708512
H 0.874386 -2.046434 -3.746528
H 0.123851 -0.762295 -3.871619
H 0.192793 1.482192 -4.886645
H 1.409684 -0.272030 -1.489173
H -4.144810 0.961279 -0.428488
H -3.447403 -0.158395 0.815958
H -2.876837 1.527223 0.697344
H -3.569900 -0.743267 -2.607192
H -1.991098 -1.552686 -2.774276
H -3.021970 -1.930494 -1.392448
H 4.440517 1.222259 0.451333
H 3.928135 -0.319268 -0.374815
H 3.403710 1.274097 -1.052187
H 3.700747 0.227877 2.687685
H 1.981161 0.306791 3.264124
H 2.576709 -1.153805 2.413965
F -0.531829 -1.431552 5.496992
C -0.729120 -1.441537 4.158372
F 0.396838 -1.965386 3.579269
F -1.767780 -2.269141 3.866560
S -1.084240 0.256608 3.460062
O -2.327814 0.664861 4.045895
O 0.100529 1.025215 3.812686
O -1.141690 -0.048542 1.997704

Cartesian forces, eV/Å:
-0.49 0.13 0.48
1.35 -0.13 -0.38
-0.34 1.41 0.75
0.10 -0.27 0.36
-0.27 -0.12 -0.11
-0.12 -0.26 -0.41
-0.32 1.65 -1.33
-0.48 -0.68 0.08
-0.29 -1.02 1.71
1.05 0.99 1.02
-0.32 -0.02 -0.99
0.46 2.61 -0.35
-1.51 -2.61 1.04
-0.85 1.10 0.28
-0.40 -0.36 0.16
1.39 1.48 -0.75
0.72 -2.84 -0.03
1.42 1.02 -0.33
1.20 -0.26 -0.89
0.10 0.19 0.29
-0.13 -0.04 -0.19
0.11 -0.50 0.06
-0.51 0.25 -0.03
-0.32 0.21 -0.52
-0.38 -0.18 0.01
0.10 0.07 -0.23
-0.12 0.21 0.11
0.55 -0.61 0.64
0.18 -0.07 0.09
0.00 -0.04 0.02
0.12 -0.10 0.09
0.29 0.02 -0.15
0.04 0.37 -0.03
-0.28 0.09 0.09
0.01 -0.22 0.00
-0.39 -0.64 -1.26
-0.69 -0.07 0.47
-0.51 0.06 0.00
-1.21 -1.13 0.22
0.96 0.59 0.02
0.04 -0.14 0.27
-0.11 0.10 0.09
-0.09 -0.28 0.03
-0.10 -0.17 0.03
-0.02 0.21 0.21
-0.03 0.16 0.02
-0.44 -0.34 -0.48
0.05 0.57 0.04
0.25 -0.27 0.41
-0.32 -0.11 -0.01
0.28 -0.25 -0.28
0.13 0.14 0.19
-0.29 0.01 -1.35
0.04 -0.34 0.32
-0.87 0.32 0.39
0.84 0.45 0.30
0.66 0.04 -0.39
0.25 -0.27 -0.34
-0.52 -0.26 -0.15
0.05 0.15 0.69